51
Properties=species:S:1:pos:R:3:nbo_charge:R:1 method="wB97M-V/def2-TZVPD" homo_energy_ha=-0.28030 spin_multiplicity=1 de_lowest_ev=0.0000 smiles="C[C@@H]1C[C@H](C)CN(C(=O)c2ccccc2Nc2ccc(SC(F)F)cc2)C1" e_tot_ev=-43465.8277 gap_ev=8.30
C -3.52 1.43 5.98 -0.60
H -3.47 1.67 7.04 0.21
C -2.14 1.50 5.35 -0.22
C -1.52 2.89 5.52 -0.40
C -0.15 2.96 4.84 -0.22
C 0.46 4.36 4.94 -0.60
H -0.18 5.08 4.45 0.20
H 1.44 4.38 4.47 0.21
H 0.57 4.65 5.98 0.21
C -0.30 2.54 3.37 -0.21
N -0.88 1.23 3.28 -0.42
C -0.37 0.16 2.63 0.67
O -1.05 -0.85 2.43 -0.66
C 1.04 0.23 2.15 -0.13
C 2.07 0.59 3.01 -0.18
C 3.38 0.60 2.58 -0.26
C 3.68 0.22 1.28 -0.18
C 2.67 -0.18 0.43 -0.26
C 1.34 -0.19 0.84 0.19
N 0.31 -0.66 0.05 -0.62
C 0.23 -0.72 -1.32 0.26
C -0.70 -1.59 -1.89 -0.25
C -0.86 -1.68 -3.26 -0.21
C -0.06 -0.89 -4.09 -0.23
C 0.83 0.01 -3.54 -0.18
C 0.97 0.11 -2.17 -0.29
H 1.64 0.85 -1.75 0.22
H 1.41 0.65 -4.19 0.22
S -0.23 -0.97 -5.86 0.21
C -0.16 -2.79 -6.06 0.43
F 0.47 -3.11 -7.19 -0.33
F -1.40 -3.33 -6.13 -0.34
H 0.36 -3.24 -5.20 0.15
H -1.59 -2.35 -3.68 0.23
H -1.31 -2.21 -1.25 0.22
H -0.47 -1.03 0.58 0.44
H 2.92 -0.55 -0.56 0.22
H 4.70 0.21 0.94 0.22
H 4.17 0.89 3.26 0.22
H 1.84 0.84 4.04 0.21
C -2.20 1.15 3.87 -0.22
H -2.57 0.13 3.72 0.25
H -2.88 1.85 3.35 0.19
H 0.66 2.56 2.86 0.23
H -0.97 3.26 2.87 0.19
H 0.52 2.25 5.34 0.20
H -1.42 3.13 6.58 0.21
H -2.18 3.63 5.07 0.20
H -1.49 0.77 5.85 0.20
H -3.95 0.44 5.87 0.21
H -4.19 2.15 5.50 0.20